No. 1
Formula: C19H52FN5O6S2
Source: the OMol25 dataset
Level of theory: ωB97M-V/def2-TZVPD

Values from the calculation:
- Total charge: 0
- SMILES: CCSCNS(=O)(=O)F.COC[C@@H](C)N.COC[C@@H](C)N.COC[C@@H](C)N.COC[C@@H](C)N

CARTESIAN COORDINATES (ANGSTROEM)
C1 1.43 -2.74 -1.27
C2 1.05 -1.38 -0.71
S1 -0.13 -0.45 -1.72
C3 -1.67 -1.33 -1.43
N1 -1.94 -1.56 0.00
S2 -2.28 -3.03 0.60
O1 -3.25 -2.92 1.63
O2 -1.12 -3.83 0.81
F1 -3.01 -3.61 -0.66
H1 1.98 -3.32 -0.53
H2 0.54 -3.32 -1.52
H3 2.03 -2.64 -2.18
H4 0.72 -1.46 0.32
H5 1.92 -0.71 -0.68
H6 -2.43 -0.65 -1.82
H7 -1.71 -2.25 -2.00
H8 -1.22 -1.15 0.59
C4 -0.57 -0.06 2.85
O3 0.74 0.04 2.32
C5 1.14 1.33 1.89
C6 1.65 2.25 3.00
C7 0.55 2.83 3.88
N2 2.66 1.61 3.85
H9 -1.26 0.62 2.33
H10 -0.60 0.16 3.92
H11 -0.91 -1.09 2.72
H12 1.95 1.16 1.18
H13 0.32 1.81 1.34
H14 2.13 3.09 2.49
H15 0.16 2.08 4.58
H16 0.95 3.65 4.48
H17 -0.28 3.21 3.29
H18 3.46 1.32 3.28
H19 2.28 0.74 4.21
C8 -5.05 -6.73 -1.30
O4 -4.89 -8.10 -1.60
C9 -3.60 -8.64 -1.37
C10 -3.33 -9.06 0.08
C11 -3.07 -7.89 1.02
N3 -4.40 -9.89 0.64
H20 -4.13 -6.17 -1.52
H21 -5.32 -6.57 -0.26
H22 -5.85 -6.34 -1.93
H23 -3.55 -9.53 -2.01
H24 -2.83 -7.93 -1.71
H25 -2.43 -9.68 0.05
H26 -3.98 -7.35 1.26
H27 -2.65 -8.24 1.96
H28 -2.36 -7.18 0.57
H29 -4.50 -10.74 0.09
H30 -5.28 -9.39 0.53
C12 7.47 6.41 1.72
O5 6.90 5.25 2.30
C13 6.03 5.48 3.39
C14 4.58 5.79 3.00
C15 4.38 7.20 2.46
N4 4.05 4.83 2.03
H31 7.68 7.17 2.49
H32 6.83 6.86 0.96
H33 8.41 6.12 1.26
H34 6.04 4.55 3.96
H35 6.43 6.27 4.04
H36 3.99 5.69 3.91
H37 4.76 7.30 1.45
H38 3.31 7.44 2.44
H39 4.88 7.94 3.09
H40 4.09 3.90 2.44
H41 4.68 4.79 1.24
C16 -3.00 4.28 -5.61
O6 -2.72 2.93 -5.93
C17 -1.42 2.48 -5.58
C18 -1.28 2.00 -4.13
C19 -1.22 3.12 -3.10
N5 -2.32 1.05 -3.75
H42 -2.12 4.91 -5.74
H43 -3.36 4.40 -4.59
H44 -3.78 4.62 -6.29
H45 -1.22 1.64 -6.25
H46 -0.68 3.26 -5.80
H47 -0.32 1.46 -4.09
H48 -2.21 3.56 -2.94
H49 -0.88 2.73 -2.15
H50 -0.54 3.92 -3.42
H51 -2.29 0.24 -4.35
H52 -3.23 1.48 -3.93



No. 2
Formula: C19H52N3O24S4V2
Source: the OMol25 dataset
Level of theory: ωB97M-V/def2-TZVPD

Values from the calculation:
- Total charge: +1

CARTESIAN COORDINATES (ANGSTROEM)
O1 6.30 -0.70 6.10
V1 6.77 0.66 6.79
O2 5.80 1.84 6.42
O3 8.19 1.48 10.28
V2 7.36 0.13 10.48
O4 6.47 0.30 11.77
C1 4.18 -1.14 9.66
C2 4.57 0.11 8.90
C3 3.96 1.38 9.45
O5 6.01 0.30 8.86
H1 3.09 -1.22 9.72
H2 4.56 -1.19 10.68
H3 4.39 -1.99 9.01
H4 4.24 -0.05 7.87
H5 2.89 1.28 9.62
H6 4.13 2.27 8.84
H7 4.35 1.68 10.43
C4 2.17 -3.43 11.38
O6 1.47 -4.61 11.02
H8 3.13 -3.41 10.86
H9 1.63 -2.51 11.17
H10 2.34 -3.42 12.46
H11 2.03 -5.38 10.98
O7 -0.30 -1.19 11.54
S1 0.18 -0.06 10.83
O8 0.97 0.93 11.49
O9 0.96 -0.51 9.52
C5 0.32 -1.42 8.60
C6 1.32 -2.14 7.74
C7 -1.25 0.75 10.13
H12 -0.48 -0.94 8.03
H13 -0.23 -2.11 9.26
H14 1.79 -2.91 8.35
H15 2.01 -1.42 7.30
H16 0.77 -2.58 6.90
H17 -0.94 1.55 9.45
H18 -1.81 1.24 10.92
H19 -1.85 0.09 9.51
O10 5.12 -5.75 7.89
S2 6.28 -5.53 7.10
O11 7.54 -6.11 7.42
O12 5.97 -5.89 5.59
C8 4.63 -5.73 5.09
C9 3.86 -7.04 5.10
C10 6.62 -3.78 6.93
H20 4.74 -5.33 4.09
H21 4.04 -5.00 5.65
H22 3.04 -6.87 4.39
H23 3.48 -7.32 6.08
H24 4.34 -7.89 4.62
H25 6.55 -3.28 7.90
H26 5.93 -3.25 6.27
H27 7.59 -3.71 6.44
O13 7.19 4.72 11.18
S3 6.00 5.20 10.60
O14 4.74 5.03 11.26
O15 6.19 6.79 10.47
C11 5.00 7.60 10.36
C12 4.77 8.33 11.66
C13 5.89 4.67 8.88
H28 4.13 7.03 10.02
H29 5.22 8.32 9.56
H30 5.62 8.96 11.94
H31 4.53 7.64 12.47
H32 3.90 8.99 11.57
H33 6.44 5.38 8.27
H34 4.83 4.72 8.64
H35 6.31 3.67 8.87
O16 5.50 -4.11 10.52
S4 6.71 -3.52 10.94
O17 6.94 -2.10 10.83
O18 6.89 -3.77 12.50
C14 6.08 -4.83 13.07
C15 6.36 -4.80 14.56
C16 8.14 -4.41 10.34
H36 6.18 -5.81 12.58
H37 5.03 -4.59 12.88
H38 6.17 -3.75 14.82
H39 7.43 -4.91 14.76
H40 5.80 -5.52 15.14
H41 8.02 -5.47 10.54
H42 9.01 -3.85 10.68
H43 8.08 -4.41 9.25
C17 1.53 1.70 7.09
N1 0.81 2.87 6.50
O19 1.04 3.12 5.33
O20 -0.04 3.43 7.16
H44 1.04 0.89 6.56
H45 1.36 1.73 8.16
H46 2.58 1.87 6.89
C18 3.41 0.55 13.51
N2 3.06 -0.80 14.04
O21 3.86 -1.71 13.85
O22 1.99 -0.98 14.57
H47 2.45 1.06 13.42
H48 3.82 0.32 12.53
H49 4.06 1.07 14.20
C19 1.86 3.86 11.53
N3 1.55 4.46 10.21
O23 2.08 4.01 9.21
O24 0.85 5.45 10.25
H50 0.90 3.58 11.97
H51 2.45 4.44 12.23
H52 2.45 2.97 11.34



No. 3
Formula: C19H56N6O7
Source: the OMol25 dataset
Level of theory: ωB97M-V/def2-TZVPD

Values from the calculation:
- Total charge: 0
- SMILES: COC[C@H](C)N.COC[C@H](C)N.COC[C@H](C)N.COC[C@H](C)N.NC(N)=O.CO.CO

CARTESIAN COORDINATES (ANGSTROEM)
C1 -3.46 -1.10 -2.16
O1 -3.18 -2.45 -1.87
C2 -1.80 -2.78 -2.17
C3 -1.23 -3.90 -1.26
C4 0.26 -4.09 -1.60
N1 -1.95 -5.13 -1.32
H1 -3.34 -1.11 -3.27
H2 -2.73 -0.45 -1.63
H3 -4.49 -0.83 -1.86
H4 -1.63 -3.18 -3.15
H5 -1.23 -1.88 -1.95
H6 -1.26 -3.53 -0.28
H7 0.85 -4.74 -0.95
H8 0.69 -3.07 -1.56
H9 0.27 -4.47 -2.59
H10 -1.78 -5.53 -2.21
H11 -2.97 -5.02 -1.29
C5 -0.78 1.57 3.11
O2 -1.82 1.45 2.17
C6 -2.96 0.76 2.66
C7 -2.89 -0.78 2.57
C8 -2.73 -1.29 1.15
N2 -4.22 -1.17 3.03
H12 -0.86 2.45 3.80
H13 0.16 1.76 2.59
H14 -0.71 0.62 3.64
H15 -3.13 1.14 3.72
H16 -3.75 1.16 1.99
H17 -2.13 -1.15 3.25
H18 -3.37 -0.70 0.52
H19 -3.09 -2.29 1.07
H20 -1.73 -1.20 0.77
H21 -4.31 -2.16 2.91
H22 -4.38 -0.95 3.96
C9 0.20 1.74 -6.15
O3 -0.30 1.21 -4.99
C10 -1.18 2.08 -4.36
C11 -1.10 1.80 -2.85
C12 -2.11 2.58 -2.06
N3 0.22 2.09 -2.28
H23 -0.55 2.16 -6.83
H24 0.74 0.96 -6.62
H25 0.84 2.59 -5.90
H26 -0.90 3.19 -4.53
H27 -2.25 1.99 -4.66
H28 -1.30 0.75 -2.56
H29 -2.16 3.66 -2.29
H30 -1.94 2.56 -0.98
H31 -3.14 2.20 -2.22
H32 0.34 3.10 -2.22
H33 0.99 1.78 -2.95
C13 2.12 -0.86 4.36
O4 2.03 -1.28 3.01
C14 3.12 -0.80 2.25
C15 3.56 -1.95 1.32
C16 4.03 -3.12 2.14
N4 4.66 -1.56 0.42
H34 2.47 0.16 4.38
H35 2.95 -1.39 4.88
H36 1.10 -1.04 4.86
H37 2.90 0.07 1.68
H38 4.01 -0.54 3.01
H39 2.64 -2.19 0.80
H40 3.21 -3.38 2.81
H41 4.97 -2.98 2.73
H42 4.27 -3.97 1.44
H43 5.55 -1.74 0.87
H44 4.64 -0.54 0.38
N5 2.77 2.91 1.40
C17 3.99 2.92 0.77
N6 4.12 1.92 -0.19
O5 4.89 3.65 1.11
H45 1.96 2.32 1.15
H46 2.74 3.47 2.18
H47 5.01 1.97 -0.63
H48 3.38 1.38 -0.52
C18 -0.73 4.54 1.33
O6 -2.04 4.15 1.73
H49 0.02 4.27 2.11
H50 -0.50 3.95 0.45
H51 -0.74 5.63 1.22
H52 -2.13 3.17 1.83
C19 0.72 -0.60 -0.34
O7 1.20 0.68 -0.21
H53 -0.21 -0.54 -0.95
H54 1.50 -1.25 -0.76
H55 0.38 -1.06 0.58
H56 0.71 1.24 -0.89



No. 4
Formula: C19H56N8O9
Source: the OMol25 dataset
Level of theory: ωB97M-V/def2-TZVPD

Values from the calculation:
- Total charge: 0
- Relative energy (zero: lowest compared OMol25 entry of this formula, charge and spin): 286.4 kcal/mol
- SMILES: NC(N)=O.NC(N)=O.NC(N)=O.NC(N)=O.CC(C)O.CC(C)O.CC(C)O.CC(C)O.CC(C)O

CARTESIAN COORDINATES (ANGSTROEM)
N1 -12.04 -8.06 23.33
C1 -11.53 -9.09 22.64
N2 -10.35 -8.82 22.22
O1 -12.36 -10.21 22.34
H1 -12.94 -8.18 23.67
H2 -11.54 -7.20 23.68
H3 -10.03 -9.59 21.55
H4 -9.79 -8.10 22.54
N3 -17.28 -4.72 17.46
C2 -16.09 -4.57 17.91
N4 -15.86 -5.26 18.94
O2 -15.20 -3.67 17.37
H5 -17.36 -4.10 16.69
H6 -17.82 -5.62 17.59
H7 -14.95 -5.17 19.44
H8 -16.58 -6.03 19.22
N5 -13.48 -4.90 20.33
C3 -13.29 -5.66 21.32
N6 -12.72 -6.80 21.06
O3 -13.98 -5.34 22.55
H9 -13.87 -3.96 20.59
H10 -13.01 -4.87 19.42
H11 -12.41 -7.28 21.89
H12 -12.31 -7.20 20.22
N7 -17.55 -7.09 19.80
C4 -18.02 -7.60 18.75
N8 -19.00 -6.91 18.20
O4 -17.41 -8.65 18.04
H13 -16.72 -7.50 20.24
H14 -18.23 -6.53 20.28
H15 -19.36 -7.17 17.28
H16 -19.49 -6.04 18.61
C5 -13.39 -7.75 17.73
C6 -13.00 -9.12 18.36
C7 -12.25 -9.97 17.33
O5 -12.29 -9.17 19.37
H17 -12.65 -7.06 17.90
H18 -14.34 -7.33 18.11
H19 -13.55 -7.83 16.65
H20 -13.95 -9.57 18.48
H21 -12.12 -11.08 17.44
H22 -11.29 -9.56 17.08
H23 -12.81 -10.09 16.39
H24 -12.86 -9.13 20.18
C8 -18.54 -13.29 18.12
C9 -18.49 -11.82 17.72
C10 -19.48 -10.95 18.56
O6 -17.36 -11.30 17.78
H25 -17.93 -13.94 17.53
H26 -19.50 -13.69 18.07
H27 -18.17 -13.36 19.18
H28 -18.70 -11.81 16.60
H29 -19.32 -11.12 19.68
H30 -20.52 -11.30 18.49
H31 -19.43 -9.84 18.38
H32 -17.46 -10.35 17.65
C11 -14.37 -12.96 18.18
C12 -13.51 -12.49 19.35
C13 -13.82 -13.07 20.81
O7 -12.31 -12.81 19.30
H33 -14.96 -12.22 17.77
H34 -14.95 -13.84 18.36
H35 -13.73 -13.08 17.30
H36 -13.72 -11.43 19.52
H37 -13.75 -14.17 21.03
H38 -14.81 -12.74 21.06
H39 -13.14 -12.56 21.56
H40 -11.81 -12.17 19.83
C14 -15.31 -8.77 22.71
C15 -15.10 -9.02 21.27
C16 -16.01 -10.07 20.69
O8 -15.19 -8.01 20.58
H41 -15.16 -7.69 23.00
H42 -14.72 -9.49 23.24
H43 -16.33 -8.98 23.05
H44 -14.09 -9.27 21.09
H45 -17.12 -9.75 20.87
H46 -15.88 -11.00 21.16
H47 -15.90 -10.13 19.60
H48 -14.50 -7.34 20.77
C17 -17.35 -2.54 22.75
C18 -16.69 -3.71 21.97
C19 -17.11 -5.09 22.53
O9 -17.02 -3.76 20.76
H49 -16.64 -1.69 22.81
H50 -17.74 -2.76 23.75
H51 -18.28 -2.12 22.30
H52 -15.60 -3.63 22.11
H53 -18.23 -5.10 22.32
H54 -16.89 -4.99 23.62
H55 -16.45 -5.89 22.09
H56 -16.45 -4.30 20.24



No. 5
Formula: C19H56N9O9
Source: the OMol25 dataset
Level of theory: ωB97M-V/def2-TZVPD

Values from the calculation:
- Total charge: -1
- Relative energy (zero: lowest compared OMol25 entry of this formula, charge and spin): 25.4 kcal/mol

CARTESIAN COORDINATES (ANGSTROEM)
C1 0.54 0.31 -0.55
C2 1.70 -0.70 -0.46
O1 1.73 -1.55 -1.56
H1 -0.41 -0.21 -0.46
H2 0.41 1.06 -1.33
H3 0.67 0.82 0.41
H4 1.62 -1.27 0.46
H5 2.60 -0.10 -0.33
C3 -1.54 -1.90 2.16
C4 -1.63 -3.40 2.43
C5 -2.22 -3.67 3.80
O2 -1.36 -3.12 4.88
C6 -1.89 -3.36 6.16
N1 -2.07 -4.12 1.27
H6 -2.56 -1.53 2.12
H7 -0.95 -1.64 1.28
H8 -1.13 -1.34 3.01
H9 -0.65 -3.84 2.59
H10 -2.29 -4.71 4.13
H11 -3.23 -3.28 3.87
H12 -2.91 -3.02 6.31
H13 -1.23 -2.94 6.93
H14 -1.87 -4.43 6.40
H15 -2.07 -5.11 1.44
H16 -3.05 -3.85 1.26
C7 -3.06 -0.44 -4.14
C8 -2.97 0.81 -3.27
C9 -2.94 0.49 -1.75
O3 -2.89 1.71 -1.02
C10 -2.94 1.30 0.36
N2 -1.85 1.65 -3.61
H17 -3.44 -0.21 -5.13
H18 -3.76 -1.20 -3.81
H19 -2.07 -0.85 -4.32
H20 -3.86 1.41 -3.47
H21 -2.11 -0.16 -1.50
H22 -3.81 -0.14 -1.54
H23 -2.22 0.57 0.70
H24 -3.88 0.81 0.62
H25 -2.90 2.20 0.97
H26 -1.79 2.45 -3.01
H27 -2.00 2.12 -4.50
C11 1.44 0.14 3.44
C12 0.76 0.73 4.68
C13 -0.31 1.79 4.39
O4 0.19 2.99 3.77
C14 -0.77 4.12 3.77
N3 0.19 -0.38 5.39
H28 1.80 0.89 2.74
H29 0.80 -0.55 2.88
H30 2.36 -0.39 3.68
H31 1.59 1.13 5.26
H32 -0.67 2.07 5.38
H33 -1.06 1.38 3.72
H34 -0.36 4.99 3.26
H35 -1.06 4.40 4.78
H36 -1.64 3.68 3.28
H37 0.93 -1.03 5.62
H38 -0.48 -0.89 4.83
C15 3.49 2.15 -3.66
C16 2.40 3.15 -3.03
O5 2.44 4.46 -3.68
O6 4.81 2.57 -3.26
H39 3.49 2.23 -4.74
H40 3.29 1.14 -3.28
H41 2.65 3.19 -1.97
H42 1.40 2.70 -3.07
H43 3.26 4.86 -3.37
H44 4.98 3.39 -3.73
C17 0.90 -0.14 -4.96
O7 1.87 -0.85 -5.22
N4 0.14 0.49 -5.77
N5 0.44 -0.01 -3.73
H45 -0.66 0.83 -5.26
H46 0.32 0.39 -6.76
H47 0.87 -0.55 -2.99
H48 -0.26 0.67 -3.45
C18 5.22 2.94 0.07
O8 5.29 2.98 1.29
N6 4.68 1.86 -0.50
N7 5.69 3.74 -0.81
H49 4.62 1.81 -1.51
H50 4.18 1.25 0.14
H51 6.23 4.56 -0.57
H52 5.43 3.48 -1.75
C19 -0.80 -4.19 -2.11
O9 -0.02 -4.28 -3.04
N8 -1.93 -4.84 -2.00
N9 -0.53 -3.56 -0.98
H53 -2.20 -5.45 -2.76
H54 -2.43 -4.84 -1.13
H55 -1.03 -3.78 -0.13
H56 0.32 -3.02 -0.94



Number 1: Kohn-Sham gap 9.5 eV, LUMO energy 0.5 eV. Number 2: Kohn-Sham gap 5.5 eV, LUMO energy -6.5 eV. Number 3: Kohn-Sham gap 9.7 eV, LUMO energy 0.5 eV. Number 4: Kohn-Sham gap 8.4 eV, LUMO energy -0.1 eV. Number 5: Kohn-Sham gap 5.3 eV, LUMO energy 2.2 eV.